No. 1
A 2-piece molecular cluster, CH4NOP overall in a non-equilibrium geometry, computed with the ωB97M-V functional and the def2-TZVPD basis.

Each line ends with the Löwdin charge.
Positions of all 8 atoms, in Å:
C1 -2.1272 0.9165 0.0514  -0.13
N1 1.9420 -0.9632 -0.2165  -0.49
O1 -1.0110 0.7942 -0.4007  -0.15
P1 1.8282 0.6344 -0.3310  0.55
H1 -2.2498 1.5473 0.8985  0.06
H2 -2.8543 0.0301 0.0258  0.10
H3 2.6511 -1.5101 -0.7419  0.02
H4 1.8210 -1.4493 0.7144  0.03

Its HOMO-LUMO gap (spin up / spin down) is 6.858 / 6.811 eV. The value obtained for the molar mass is 77.0 g/mol. For the energy, the calculation gives -13924.882 eV. The calculation puts the largest force on an atom at 0.0727 hartree/bohr.

***

No. 2
One molecule with the formula CH4NP in a non-equilibrium geometry, computed with the ωB97M-V functional and the def2-TZVPD basis.

Each line ends with the Löwdin charge.
Positions of all 7 atoms, in Å:
C1 -0.2723 0.6044 -0.0673  -0.40
N1 0.7127 -1.7123 0.3564  -0.35
P1 -0.1025 -0.7160 1.2296  0.73
H1 -1.1284 1.2176 -0.0350  -0.02
H2 0.3809 1.4675 0.1067  0.01
H3 0.0637 0.1709 -1.1050  0.07
H4 1.0484 -2.6065 0.7214  -0.04

Its HOMO-LUMO gap is 9.148 eV. As for the SMILES: [H]/N=P/C. The value obtained for the molar mass is 61.0 g/mol. For the energy, the calculation gives -11879.511 eV. The calculation puts the largest force on an atom at 0.0477 hartree/bohr.

***

> Which of these has the highest energy?

CH4NP